Entry 1:
ORCA calculation (ωB97M-V with the def2-TZVPD basis set) on a structure of composition C8H10ClNOS.

Last column: Löwdin charge in e.
CARTESIAN COORDINATES (ANGSTROEM)
N1 -0.43 -0.16 -2.18  -0.225
S1 -1.73 0.78 -1.81  0.906
C1 1.06 0.68 -0.43  -0.038
H1 2.67 -2.82 -0.06  0.101
C2 0.61 -0.36 -1.22  -0.335
C3 1.18 -1.63 -1.10  -0.056
Cl1 -1.95 -1.54 0.30  0.662
H2 -4.03 0.08 0.99  0.095
O1 -1.22 2.14 -1.61  -0.537
H3 -0.58 -0.93 -2.74  0.062
C4 2.52 -0.88 0.74  -0.086
H4 -0.93 0.54 0.71  0.078
C5 2.01 0.38 0.60  -0.049
H5 0.83 -2.33 -1.80  0.097
H6 3.41 -1.05 1.29  0.091
H7 -2.93 1.40 1.68  0.055
H8 0.53 1.55 -0.35  0.060
C6 -1.98 0.15 0.42  -0.780
H9 -3.70 1.56 0.09  0.084
H10 2.40 1.16 1.10  0.068
C7 2.14 -1.89 -0.15  -0.069
C8 -3.21 0.86 0.82  -0.184

Computed properties:
Relative energy (zero: lowest compared OMol25 entry of this formula, charge and spin) ... 28.1 kJ/mol
Gap between HOMO and LUMO ... 8.5 eV

Entry 2:
ORCA calculation (ωB97M-V with the def2-TZVPD basis set) on a cluster of 2 separate species, C5H12O2 in total.

Last column: Löwdin charge in e.
CARTESIAN COORDINATES (ANGSTROEM)
H1 -1.29 -1.62 -2.86  0.078
C1 0.40 2.23 0.56  -0.106
C2 0.06 -0.11 1.48  -0.110
H2 0.41 -0.49 -1.46  0.046
H3 1.12 3.05 0.47  0.070
C3 0.14 -1.32 0.95  -0.222
O1 1.10 -1.66 0.03  -0.031
H4 -1.50 -1.53 -1.09  0.061
H5 1.49 1.30 2.18  0.108
H6 0.03 1.97 -0.44  0.059
C4 -1.38 -0.93 -2.01  -0.168
H7 -0.59 -2.10 1.18  0.116
C5 1.04 1.01 1.22  -0.251
H8 -0.78 0.10 2.14  0.110
H9 -2.30 -0.36 -2.14  0.081
O2 -0.31 -0.03 -1.92  -0.127
H10 -0.45 2.60 1.16  0.072
H11 1.13 -2.61 -0.08  0.110
H12 1.86 0.64 0.60  0.105

Computed properties:
Relative energy (zero: lowest compared OMol25 entry of this formula, charge and spin) ... 159.6 kJ/mol
Gap between HOMO and LUMO ... 9.5 eV

Entry 3:
ORCA calculation (ωB97M-V with the def2-TZVPD basis set) on a structure of composition C8H10FNOPtSSeTe.

Last column: Löwdin charge in e.
CARTESIAN COORDINATES (ANGSTROEM)
C1 -2.38 2.92 -0.91  -0.316
H1 -3.72 1.74 -2.08  0.098
Se1 -0.62 -0.53 3.43  -0.446
C2 2.76 -1.30 1.80  -0.507
C3 3.89 -0.92 -0.96  -0.525
S1 -1.91 -3.07 -1.63  0.549
H2 1.95 -1.28 2.53  -0.120
H3 -0.97 3.90 0.36  0.100
C4 -1.57 0.52 0.31  -0.432
H4 -3.01 -0.37 -1.01  0.053
C5 -2.55 0.55 -0.69  -0.134
H5 4.36 -1.89 -0.79  -0.028
C6 -2.96 1.74 -1.30  -0.057
C7 -1.01 1.76 0.67  -0.159
H6 -0.25 1.78 1.43  0.045
N1 -1.44 -2.38 -0.44  -0.630
C8 -1.41 2.95 0.07  -0.052
Te1 1.88 -0.89 -0.10  1.022
F1 -2.78 4.10 -1.50  -0.018
H7 4.51 -0.13 -0.53  -0.030
H8 3.24 -2.28 1.77  -0.014
H9 3.49 -0.53 2.03  -0.014
Pt1 -1.04 -1.13 1.21  0.326
O1 -2.28 -4.51 -1.62  -0.672
H10 3.81 -0.75 -2.04  -0.037

Computed properties:
Relative energy (zero: lowest compared OMol25 entry of this formula, charge and spin) ... 40.5 kJ/mol
Charge ... -2
Gap between HOMO and LUMO ... 4.3 eV

Entry 4:
ORCA calculation (ωB97M-V with the def2-TZVPD basis set) on a structure of composition C29H30CrF3N9O2S2.

Last column: Löwdin spin population.
CARTESIAN COORDINATES (ANGSTROEM)
C1 1.56 -3.95 -2.40  0.000
H1 0.61 1.38 2.85  0.000
N1 -3.12 -3.36 0.97  0.000
H2 3.29 1.07 1.55  0.000
H3 -3.83 1.51 -0.28  0.000
O1 -1.19 1.62 -0.19  0.012
H4 2.84 -4.53 -0.81  0.000
H5 4.19 0.59 -2.69  0.000
H6 -3.47 -3.35 0.03  0.000
C2 -1.88 0.49 1.73  -0.002
C3 3.62 -1.04 2.13  0.001
H7 -4.07 -3.10 4.15  0.000
C4 2.15 -2.54 -0.83  0.008
H8 -4.46 1.70 5.56  0.000
H9 0.39 0.39 4.30  0.000
H10 -4.99 -3.01 1.81  0.000
C5 0.20 0.34 -6.19  -0.001
H11 -5.17 0.57 2.50  0.000
C6 -3.94 -3.18 2.02  0.000
H12 -3.32 -0.15 -0.53  0.000
F1 -0.71 1.30 -6.03  -0.001
N2 2.00 4.48 -0.76  0.014
N3 3.30 -2.17 1.42  0.004
C7 3.22 0.01 1.36  0.003
H13 1.12 6.09 0.25  0.000
H14 -1.57 -3.38 4.36  0.000
C8 2.73 -1.79 0.27  0.008
H15 1.50 -4.88 -2.94  0.000
H16 -4.19 0.01 5.93  0.000
C9 -0.98 0.66 0.53  0.007
H17 2.67 4.55 -2.76  0.000
H18 4.09 -1.07 3.10  0.000
C10 1.11 0.42 -3.84  0.010
H19 4.72 0.80 -5.12  0.000
H20 2.82 0.66 -6.75  0.000
C11 0.15 0.46 3.24  0.000
N4 2.67 -0.48 0.19  -0.002
C12 -4.50 0.69 5.14  0.000
S1 -0.39 0.33 -3.01  -0.041
F2 0.64 0.40 -7.46  0.000
H21 -1.79 0.56 5.11  0.000
C13 -4.10 0.55 2.65  0.000
H22 -4.91 0.19 0.19  0.000
H23 3.61 5.53 -1.62  0.000
H24 0.61 -0.38 2.71  0.000
C14 1.75 5.23 0.47  0.002
C15 -3.44 -3.23 3.28  0.000
H25 2.69 5.57 0.90  0.000
C16 -1.34 0.48 3.02  0.000
C17 3.41 0.58 -3.44  0.004
N5 -1.25 -3.58 2.36  0.000
N6 1.37 -1.87 -1.65  -0.012
C18 2.61 5.20 -1.89  0.002
C19 0.96 -2.75 -2.62  0.003
C20 3.70 0.68 -4.78  0.001
O2 -0.03 -0.23 0.34  0.009
H26 -5.53 0.48 4.88  0.000
F3 -0.42 -0.85 -6.04  -0.001
C21 2.64 0.61 -5.69  0.008
H27 2.00 6.06 -2.13  0.000
C22 -1.77 -3.63 1.10  0.000
C23 -3.87 0.51 0.15  0.000
C24 1.79 3.20 -0.81  0.029
C25 -2.05 -3.40 3.38  0.000
C26 1.35 0.47 -5.23  0.000
S2 -0.89 -4.01 -0.26  0.000
C27 -3.26 0.51 1.54  0.000
C28 -2.21 0.54 4.11  0.000
C29 -3.59 0.59 3.94  0.000
N7 2.16 0.44 -2.99  -0.013
Cr1 1.20 0.16 -1.20  2.945
H28 0.26 -2.47 -3.39  0.000
H29 1.23 4.60 1.19  0.000
N8 1.61 2.06 -0.86  -0.001
H30 3.41 -3.12 1.75  0.000
N9 2.32 -3.80 -1.26  0.004

Computed properties:
Relative energy (zero: lowest compared OMol25 entry of this formula, charge and spin) ... 32.9 kJ/mol
Multiplicity ... 4
Charge ... +1
Gap between HOMO and LUMO (alpha / beta) ... 7.7 / 7.4 eV

Entry 5:
ORCA calculation (ωB97M-V with the def2-TZVPD basis set) on a structure of composition C29H41F5P2Yb.

Last column: Löwdin spin population.
CARTESIAN COORDINATES (ANGSTROEM)
H1 0.38 -4.62 2.48  0.000
H2 -3.53 -2.75 1.64  0.000
H3 3.15 -0.21 -6.55  0.000
C1 0.43 -0.96 -0.97  0.000
H4 -1.82 -0.67 -5.48  0.000
H5 0.80 1.00 -6.15  0.000
C2 -2.51 0.80 0.06  0.000
C3 2.32 2.50 3.04  0.002
C4 3.58 3.14 5.40  0.001
H6 -0.89 1.48 -2.09  0.000
C5 -1.59 -2.32 2.50  0.048
C6 -0.84 -0.87 4.11  0.036
F1 4.19 3.46 6.56  0.000
F2 4.50 5.08 4.37  0.000
C7 -2.95 -0.37 -0.75  0.000
F3 1.61 2.22 1.84  0.003
H7 1.27 -1.59 -0.64  0.000
H8 -1.95 0.94 -6.31  0.000
C8 -0.22 -2.59 2.70  0.007
H9 3.91 -1.37 -5.41  0.000
C9 2.77 1.99 5.31  0.002
H10 -3.89 -0.09 -1.27  0.000
F4 3.18 4.49 2.02  0.000
H11 0.12 2.50 -1.12  0.000
C10 -1.96 -1.22 3.30  0.000
C11 0.22 -1.77 3.78  0.025
H12 -0.17 -1.93 -5.88  0.000
H13 -3.95 -1.23 4.09  -0.001
H14 -2.58 -4.18 2.06  0.003
Yb1 0.64 0.18 2.68  0.819
C12 -0.91 2.91 -4.42  0.000
H15 1.62 1.62 -4.66  0.000
H16 -0.27 0.06 5.93  0.002
H17 -1.69 -0.12 -2.52  0.000
C13 0.79 0.46 -1.12  0.000
H18 -2.50 -1.66 -2.40  0.000
H19 1.06 -1.26 -7.02  0.000
H20 -3.83 -0.61 2.43  0.000
H21 1.53 0.76 -0.36  0.000
H22 2.23 -2.42 3.92  0.001
C14 0.90 -1.77 -6.06  0.000
H23 -0.82 -2.64 -1.06  0.000
C15 1.60 -1.61 4.30  0.008
C16 -0.36 1.51 -1.12  0.000
C17 -1.97 0.41 -5.34  0.000
C18 3.29 -0.48 -5.49  0.000
H24 1.59 -1.68 5.39  0.001
H25 0.03 1.13 4.57  0.004
C19 0.57 -3.64 2.01  -0.001
H26 -1.64 0.82 5.07  0.000
H27 -1.81 3.23 -3.88  0.000
H28 -3.30 0.39 3.79  0.000
C20 3.09 3.66 3.08  0.001
H29 -3.22 -1.21 -0.08  0.000
P1 -0.70 1.11 -4.22  0.000
C21 3.73 3.97 4.29  0.000
F5 2.57 1.22 6.42  0.000
H30 -1.00 3.16 -5.49  0.000
H31 -0.04 3.43 -3.99  0.000
C22 -0.67 0.33 4.95  0.010
H32 -2.16 -3.24 0.62  0.002
H33 2.12 -0.64 4.08  0.003
H34 1.65 -3.45 2.05  0.000
C23 -3.32 -0.64 3.40  -0.002
H35 -1.13 2.20 0.81  0.000
H36 -3.25 1.11 0.82  0.000
P2 1.67 -0.81 -4.67  0.000
C24 -1.96 -0.91 -1.79  0.000
H37 3.78 0.34 -4.96  0.000
H38 -2.95 0.56 -4.86  0.000
C25 2.15 1.65 4.11  0.018
C26 -0.74 -1.56 -1.23  0.000
C27 -2.51 -3.15 1.67  0.008
H39 1.39 -2.76 -6.08  0.000
C28 0.93 0.86 -5.06  0.000
H40 0.29 -3.72 0.95  0.000
C29 -1.35 1.47 0.00  0.000
H41 1.32 0.60 -2.08  0.000

Computed properties:
Multiplicity ... 2
Charge ... +1
Gap between HOMO and LUMO (alpha / beta) ... 6.5 / 5.3 eV

Entry 6:
ORCA calculation (ωB97M-V with the def2-TZVPD basis set) on a cluster of 6 separate species, C7H23NO5 in total.

Last column: Löwdin charge in e.
CARTESIAN COORDINATES (ANGSTROEM)
H1 1.75 0.38 2.86  0.076
H2 -2.43 0.64 -1.13  0.018
H3 -2.54 -0.13 2.35  0.054
C1 1.06 -0.24 0.94  -0.335
O1 -2.61 -0.20 -1.60  -0.073
H4 -1.63 2.64 0.05  0.047
H5 -0.03 0.21 3.39  0.108
H6 -0.70 -1.50 0.96  0.084
H7 -1.65 1.43 0.96  0.034
C2 -1.99 -0.76 3.06  -0.097
C3 1.99 0.86 -2.63  -0.089
H8 -2.80 -0.65 -0.76  0.060
H9 0.05 -1.45 3.38  0.120
O2 -0.70 -0.17 -3.45  -0.066
O3 1.28 3.18 0.46  -0.061
C4 -0.05 -0.82 1.44  -0.114
H10 -1.29 -0.14 -2.67  -0.011
H11 1.85 3.67 -0.14  0.042
H12 2.35 -0.13 -2.96  0.088
O4 -2.12 1.84 0.23  -0.028
C5 -0.47 -0.64 2.82  -0.295
H13 -0.17 -3.36 -0.37  0.063
N1 1.92 0.41 1.86  0.080
H14 2.73 1.58 -2.38  0.056
H15 0.47 1.44 -1.06  0.067
H16 -1.04 0.17 -4.26  0.019
C6 1.63 -0.17 -0.42  -0.070
H17 -2.32 -1.82 2.98  0.085
H18 2.93 0.31 1.66  0.112
H19 0.81 -4.32 -0.07  0.000
H20 1.40 2.23 0.44  -0.023
H21 -2.35 -0.31 4.02  0.084
H22 1.33 1.18 -3.48  0.076
O5 0.00 -4.35 -0.54  -0.074
C7 1.23 0.77 -1.31  -0.141
H23 2.52 -0.72 -0.62  0.106

Computed properties:
Relative energy (zero: lowest compared OMol25 entry of this formula, charge and spin) ... 220.2 kJ/mol
Gap between HOMO and LUMO ... 8.9 eV

Entry 7:
ORCA calculation (ωB97M-V with the def2-TZVPD basis set) on a structure of composition C12H20ClN2O5S2Zn.

Last column: Löwdin charge in e.
CARTESIAN COORDINATES (ANGSTROEM)
H1 -1.00 4.06 -2.36  0.111
H2 -4.88 -0.02 -1.13  0.070
C1 -4.91 0.13 -0.05  -0.212
N1 -0.01 4.50 -0.60  -0.190
C2 -2.31 -3.14 -1.81  -0.049
C3 -0.83 3.60 -1.39  -0.068
H3 -2.86 -2.54 1.98  0.119
C4 0.23 6.95 0.87  -0.022
C5 -0.05 4.52 0.74  -0.677
C6 -2.66 -1.88 -1.37  -0.065
C7 1.05 5.16 -1.36  -0.019
S1 -3.29 -0.10 0.61  1.009
H4 0.68 6.02 -1.92  0.100
O1 0.69 0.08 -0.54  -0.385
C8 -2.18 -4.19 -0.90  -0.048
C9 -2.88 -1.69 0.00  -0.423
H5 -2.74 -1.05 -2.05  0.117
O2 -0.22 -0.51 1.54  -0.376
H6 -5.57 -0.59 0.42  0.077
H7 -2.27 -4.80 1.15  0.116
O3 1.94 0.48 1.45  -0.293
Zn1 -0.62 1.37 0.40  0.521
C10 0.77 5.54 2.81  -0.065
O4 -2.46 0.90 -0.23  -0.583
C11 -2.73 -2.72 0.92  -0.074
N2 0.42 5.59 1.39  -0.199
H8 1.85 5.48 -0.69  0.099
H9 -5.22 1.14 0.20  0.066
H10 1.50 6.33 2.99  0.100
H11 -0.31 2.64 -1.58  0.086
H12 1.18 7.46 0.72  0.103
S2 -0.69 3.23 1.69  0.829
C12 -2.39 -3.98 0.45  -0.050
H13 -0.36 7.51 1.59  0.105
H14 -1.90 -5.17 -1.26  0.115
H15 -0.11 5.71 3.44  0.099
H16 -1.79 3.43 -0.91  0.074
H17 -2.12 -3.31 -2.86  0.115
O5 1.66 -1.76 0.70  -0.230
H18 1.22 4.58 3.05  0.076
Cl1 1.08 -0.48 0.83  0.730
H19 -0.32 6.92 -0.07  0.088
H20 1.46 4.44 -2.07  0.104

Computed properties:
Relative energy (zero: lowest compared OMol25 entry of this formula, charge and spin) ... 0.0 kJ/mol
Charge ... +1
Gap between HOMO and LUMO ... 10.1 eV

Entry 8:
ORCA calculation (ωB97M-V with the def2-TZVPD basis set) on the molecule C6H8N2O2.

Last column: Löwdin charge in e.
CARTESIAN COORDINATES (ANGSTROEM)
C1 -1.87 -0.42 0.12  -0.070
N1 2.36 0.66 -1.16  0.137
H1 3.20 1.19 -1.20  0.084
H2 2.55 -0.24 -1.53  0.079
C2 -1.12 1.85 0.13  -0.249
C3 -0.25 -2.30 0.48  -0.084
C4 -0.37 -0.87 0.25  -0.330
H3 -2.42 -0.97 0.90  0.139
H4 -0.42 -2.65 1.46  0.060
H5 -1.28 3.95 -0.04  0.077
H6 -2.17 -0.83 -0.77  0.090
O1 2.22 1.38 1.07  0.040
N2 -0.90 3.03 0.00  0.217
C5 0.61 -0.04 0.15  0.105
H7 -0.80 -2.92 -0.30  0.099
O2 -2.08 1.03 -0.01  0.047
C6 1.81 0.72 0.11  -0.579
H8 0.92 -2.57 0.34  0.136

Computed properties:
Relative energy (zero: lowest compared OMol25 entry of this formula, charge and spin) ... 554.9 kJ/mol
Gap between HOMO and LUMO (alpha / beta) ... 7.3 / 7.8 eV

| no. | calculated total energy (Eh) | maximum force (hartree/bohr) |
| --- | --- | --- |
| 1 | -1299.1214 | 0.0944 |
| 2 | -348.1440 | 0.0082 |
| 3 | -3727.6239 | 0.0100 |
| 4 | -3906.8024 | 0.0288 |
| 5 | -3469.9639 | 0.0358 |
| 6 | -711.3814 | 0.0803 |
| 7 | -3990.4063 | 0.0147 |
| 8 | -493.2355 | 0.0901 |